Entry 1:
{
  "formula": "C16H28N8O12",
  "method": "ωB97M-V/def2-TZVPD",
  "relative_energy_kcal_mol": 0.0,
  "energy_ha": -1966.77941,
  "e_homo_ev": -9.89,
  "smiles": "C[N+](=O)[O-].C[N+](=O)[O-].C[N+](=O)[O-].C[N+](=O)[O-].C[N+](=O)[O-].C[N+](=O)[O-].c1ccncc1.c1ccncc1",
  "e_lumo_ev": -0.076,
  "symbols": ["N", "C", "C", "C", "C", "C", "H", "H", "H", "H", "H", "N", "C", "C", "C", "C", "C", "H", "H", "H", "H", "H", "C", "N", "O", "O", "H", "H", "H", "C", "N", "O", "O", "H", "H", "H", "C", "N", "O", "O", "H", "H", "H", "C", "N", "O", "O", "H", "H", "H", "C", "N", "O", "O", "H", "H", "H", "C", "N", "O", "O", "H", "H", "H"],
  "positions_angstrom": [[-2.50566, -1.10076, -0.87793], [-3.69886, -1.40627, -1.47324], [-3.92954, -1.25669, -2.83727], [-2.88753, -0.71630, -3.62111], [-1.68169, -0.39653, -3.04758], [-1.52828, -0.74889, -1.71853], [-4.55521, -1.51929, -0.82495], [-4.84407, -1.65031, -3.25568], [-3.03430, -0.53595, -4.67578], [-0.82145, -0.04594, -3.59847], [-0.52637, -0.55559, -1.36470], [1.83840, -5.03298, -0.72765], [2.05596, -5.32171, 0.55684], [1.60739, -4.60385, 1.67104], [0.72316, -3.54721, 1.40859], [0.35929, -3.25272, 0.11308], [0.94602, -4.00468, -0.91166], [2.77940, -6.10199, 0.74174], [1.90216, -4.79608, 2.69210], [0.39850, -3.07744, 2.32528], [-0.31915, -2.43453, -0.07847], [0.75943, -3.67851, -1.92418], [-3.19261, 0.56917, 1.81491], [-2.49463, 0.28724, 3.16323], [-1.79655, 1.15933, 3.64384], [-2.60061, -0.83944, 3.58654], [-3.10205, 1.62353, 1.55375], [-4.21772, 0.19900, 1.80012], [-2.46854, 0.04633, 1.19004], [3.38535, 1.53877, -3.30793], [2.32898, 0.99549, -2.36855], [1.46556, 0.28198, -2.80238], [2.35740, 1.39334, -1.19116], [2.93453, 2.52221, -3.44101], [3.37725, 0.99230, -4.25101], [4.36843, 1.51990, -2.83750], [4.19428, -2.16427, -0.30107], [5.29694, -1.16173, -0.49822], [6.38214, -1.36298, 0.03781], [5.00414, -0.20214, -1.17076], [4.25687, -2.44445, 0.75044], [4.30583, -3.06786, -0.90038], [3.20490, -1.77084, -0.53439], [-0.47177, 3.94612, 3.95412], [-0.99357, 5.13222, 3.19005], [-1.42564, 4.94861, 2.04111], [-0.90552, 6.16618, 3.78897], [-0.50589, 3.05732, 3.32407], [-1.22976, 3.77910, 4.71939], [0.50941, 4.07489, 4.41109], [-3.05448, 3.04338, -0.66779], [-2.49011, 2.78303, -2.03804], [-1.26919, 2.85985, -2.08220], [-3.31236, 2.51837, -2.92125], [-2.34746, 2.88502, 0.14654], [-3.84980, 2.30411, -0.57268], [-3.58897, 3.99234, -0.71135], [1.45758, -0.03251, 1.52955], [1.02977, 1.40523, 1.61162], [1.87035, 2.17535, 2.07525], [-0.09227, 1.66258, 1.17464], [1.47216, -0.41319, 2.55081], [2.42886, -0.02104, 1.03501], [0.74117, -0.59762, 0.93332]],
  "forces_ev_per_angstrom": [[-0.6, -0.8, -1.1], [0.8, 1.6, 0.1], [1.3, -0.2, 0.1], [-1.1, -0.2, -0.3], [-0.3, -1.1, 0.1], [0.2, 1.0, 0.3], [0.1, -0.7, 0.3], [-0.1, 0.4, -0.1], [-0.2, 0.0, -0.1], [-0.2, 0.2, -0.1], [0.1, -0.1, 0.8], [-1.8, 1.5, 0.5], [1.2, 0.0, 0.6], [-0.9, 0.6, -1.5], [0.9, -1.2, 1.3], [0.4, -0.3, -0.1], [0.8, -0.2, 0.4], [0.0, -0.4, -0.1], [0.1, -0.4, -0.1], [-0.5, 0.7, -0.3], [-0.1, -0.1, -0.3], [0.0, -0.3, -0.3], [1.4, 0.2, 0.7], [-0.6, 0.5, -0.8], [-0.3, -0.2, 0.0], [-0.1, -0.1, 0.2], [-0.2, -0.1, 0.6], [0.4, -0.2, 0.1], [-0.7, -0.3, -0.6], [-0.9, 0.0, 0.2], [0.7, 0.6, 2.0], [-0.2, -0.5, -0.5], [0.3, -0.5, -1.7], [0.8, 0.3, -0.3], [-0.2, -0.1, 0.3], [-0.4, 0.2, 0.2], [-0.2, -0.6, 0.8], [0.1, -0.7, 0.2], [-1.2, 0.1, -0.6], [0.3, 0.5, -0.3], [-0.1, -0.1, -0.1], [0.6, 0.2, -0.1], [0.4, 0.5, 0.0], [-0.9, -1.1, -0.2], [0.9, -1.6, -1.0], [0.3, 0.5, 1.7], [-0.4, 1.1, -0.2], [0.2, 0.4, -0.1], [0.2, 0.1, 0.2], [-0.2, 0.6, -0.3], [-1.3, -0.8, -0.3], [-0.1, 0.1, 1.1], [-1.1, -0.3, -1.2], [1.8, 0.4, 0.7], [0.3, 0.6, -0.6], [0.0, -0.1, 0.0], [0.6, 0.2, 0.2], [-0.2, 0.1, -0.2], [0.2, -0.2, -0.5], [-1.6, -0.5, -0.5], [1.3, 0.3, 0.8], [0.3, 0.1, -0.1], [0.0, -0.1, 0.3], [0.0, 0.3, 0.1]]
}

***

Entry 2:
{
  "formula": "C6H13BrN3",
  "method": "ωB97M-V/def2-TZVPD",
  "relative_energy_kcal_mol": 81.5,
  "energy_ha": -2974.25067,
  "e_homo_ev": [-13.20, -13.20],
  "charge": 1,
  "e_lumo_ev": [-5.149, -5.147],
  "symbols": ["C", "C", "C", "C", "C", "C", "N", "N", "N", "Br", "H", "H", "H", "H", "H", "H", "H", "H", "H", "H", "H", "H", "H"],
  "positions_angstrom": [[-2.60847, 0.54972, -2.26474], [-2.27663, -0.26286, -1.33026], [0.94396, -1.60672, 0.38822], [1.36096, -2.19990, 1.70724], [1.07321, 2.20184, 0.65166], [-0.33675, 1.71302, 0.01285], [1.52241, -1.93466, -0.64876], [-0.00243, -0.61971, 0.54623], [-0.25136, 0.30998, -0.42979], [-2.37318, -1.85996, -0.45353], [-3.30913, 0.29455, -2.99513], [-2.27614, 1.55637, -2.11177], [0.39504, -2.53960, 2.25345], [2.21239, -1.63338, 2.23300], [1.97264, -3.17544, 1.58559], [1.85801, 1.59514, 0.10496], [1.36114, 3.29793, 0.30321], [1.14074, 1.88302, 1.70637], [-0.54878, 2.32868, -0.75213], [-1.16092, 1.75860, 0.82416], [1.22543, -1.58662, -1.48843], [-0.25063, -0.28550, 1.42527], [0.32850, 0.21554, -1.26766]],
  "forces_ev_per_angstrom": [[0.4, 0.5, 1.1], [2.3, -1.8, 1.8], [1.2, -0.1, 2.2], [0.8, -2.3, 1.0], [0.2, -0.2, -2.4], [1.5, -1.4, 5.4], [1.5, -2.0, 0.4], [-0.3, 0.9, -1.9], [-2.2, 0.3, -1.1], [-0.4, 0.9, -0.9], [-1.2, -0.2, -1.0], [0.4, 0.5, -0.6], [1.9, 1.1, -0.1], [-2.1, 0.0, -0.3], [-1.4, 1.4, -0.5], [-0.7, 0.5, 0.6], [-1.0, -2.1, 1.5], [0.1, 1.0, -0.4], [-1.0, 1.8, -2.9], [1.2, 0.1, -1.4], [-0.9, 1.3, -2.7], [-0.3, 0.3, 1.8], [0.1, -0.3, 0.4]]
}

***

Entry 3:
{
  "formula": "C20H37N2O6",
  "method": "ωB97M-V/def2-TZVPD",
  "relative_energy_kcal_mol": 0.0,
  "energy_ha": -1344.97294,
  "e_homo_ev": -12.22,
  "charge": 1,
  "e_lumo_ev": -4.397,
  "symbols": ["C", "C", "C", "C", "C", "C", "C", "N", "N", "C", "H", "H", "H", "H", "H", "H", "H", "H", "H", "H", "H", "H", "H", "O", "C", "O", "C", "C", "C", "H", "H", "H", "H", "H", "H", "H", "H", "O", "C", "O", "C", "C", "C", "H", "H", "H", "H", "H", "H", "H", "H", "O", "C", "O", "C", "C", "C", "H", "H", "H", "H", "H", "H", "H", "H"],
  "positions_angstrom": [[5.31476, 1.14098, -0.73384], [4.19422, 2.09165, -0.32381], [3.45593, 2.67622, -1.52306], [2.12650, 3.31192, -1.12464], [0.93374, 2.39581, -1.06859], [0.84440, 1.20585, -1.76733], [-0.31306, 0.44868, -1.59047], [-1.23620, 0.90713, -0.76367], [-1.21545, 2.03113, -0.08022], [-0.13868, 2.76553, -0.22605], [5.90740, 1.56240, -1.54410], [4.92702, 0.17279, -1.04533], [5.98694, 0.96667, 0.10148], [3.52773, 1.56084, 0.36136], [4.64303, 2.89807, 0.25569], [4.08036, 3.45559, -1.95467], [3.36763, 1.91625, -2.29784], [1.88594, 4.19525, -1.71585], [2.25048, 3.68444, -0.10441], [1.61861, 0.84331, -2.41967], [-0.45480, -0.51138, -2.06808], [-2.05807, 0.32697, -0.63775], [-0.09787, 3.67659, 0.34671], [4.58254, 2.43197, 5.26077], [3.41094, 2.42265, 5.02829], [2.97199, 1.69359, 3.96958], [1.59524, 1.48533, 3.67879], [1.01784, 2.62946, 2.86856], [2.42608, 3.24702, 5.82444], [1.02270, 1.29300, 4.58682], [1.56863, 0.56723, 3.09205], [1.04620, 3.57033, 3.41825], [-0.01875, 2.41962, 2.60012], [1.60538, 2.76843, 1.95872], [2.43605, 4.26677, 5.44122], [2.75871, 3.26013, 6.85866], [1.40607, 2.86987, 5.81127], [0.41317, -2.75199, -1.29739], [0.45922, -3.52053, -2.22710], [0.01494, -3.09134, -3.41711], [0.14450, -3.85792, -4.62896], [-0.98110, -4.85614, -4.78938], [0.92307, -4.94271, -2.05779], [1.12791, -4.32519, -4.67910], [0.10534, -3.12098, -5.42856], [-0.98064, -5.59770, -3.99086], [-0.88869, -5.37777, -5.74127], [-1.94422, -4.34714, -4.76107], [0.09064, -5.53460, -1.67937], [1.72324, -4.95364, -1.32219], [1.30177, -5.40004, -2.96728], [-5.05981, -3.14664, -1.14772], [-5.16145, -2.35480, -0.25505], [-6.27270, -2.33713, 0.49213], [-6.42177, -1.53910, 1.67249], [-6.86386, -0.12661, 1.35173], [-4.07757, -1.32236, -0.01048], [-5.50953, -1.56522, 2.27105], [-7.19055, -2.04404, 2.25301], [-6.12295, 0.40429, 0.75221], [-7.02877, 0.43661, 2.26999], [-7.79160, -0.14478, 0.78105], [-4.23371, -0.49319, -0.70401], [-3.11872, -1.79878, -0.21942], [-4.03643, -0.93866, 1.00703]],
  "forces_ev_per_angstrom": [[0.0, 0.1, 0.1], [0.4, -0.3, 0.1], [0.1, 0.2, 0.1], [0.0, -0.3, 0.4], [0.6, 0.2, -0.2], [-0.7, 0.1, 0.4], [0.9, 0.4, -0.1], [-0.3, -0.6, -0.3], [0.1, 0.2, 0.2], [-0.3, -0.6, -0.4], [0.0, 0.0, -0.1], [0.0, 0.0, -0.1], [0.1, -0.1, 0.1], [-0.2, 0.0, 0.0], [-0.2, 0.2, 0.1], [0.1, 0.0, -0.1], [-0.2, 0.0, -0.1], [-0.2, 0.0, -0.2], [0.0, 0.2, 0.0], [0.1, 0.0, -0.1], [-0.2, -0.1, 0.1], [-0.2, 0.2, 0.2], [-0.1, 0.1, 0.1], [0.1, 0.0, 0.0], [0.0, 0.2, 0.1], [0.1, -0.2, -0.1], [-0.1, 0.1, 0.0], [0.0, 0.1, 0.1], [-0.2, -0.3, 0.1], [0.0, 0.1, 0.0], [0.1, 0.0, 0.0], [0.0, 0.0, 0.0], [0.0, 0.0, 0.0], [0.0, -0.1, 0.0], [0.0, 0.0, 0.0], [0.1, 0.1, 0.0], [0.0, 0.1, -0.1], [-0.1, 0.3, 0.0], [-0.2, -0.3, 0.0], [0.1, 0.3, 0.0], [-0.1, -0.2, -0.2], [-0.1, 0.0, 0.2], [0.3, 0.1, -0.1], [0.0, 0.0, 0.1], [0.0, 0.1, 0.1], [0.1, 0.0, 0.0], [0.0, 0.0, 0.0], [0.0, 0.0, -0.1], [0.0, 0.0, 0.0], [-0.1, 0.0, 0.1], [-0.1, 0.0, 0.0], [0.0, 0.0, 0.0], [0.0, 0.1, -0.1], [0.0, -0.2, 0.0], [0.0, 0.2, 0.1], [0.0, 0.0, -0.1], [0.3, 0.0, 0.4], [0.0, 0.0, 0.0], [0.0, -0.1, -0.1], [0.0, 0.0, 0.1], [0.0, 0.0, 0.0], [0.0, 0.0, 0.0], [-0.1, 0.0, 0.0], [-0.1, -0.1, -0.1], [-0.1, 0.1, 0.0]]
}

***

Entry 4:
{
  "formula": "C28H33Cl3FHoN4O6PSi",
  "method": "ωB97M-V/def2-TZVPD",
  "multiplicity": 5,
  "energy_ha": -4817.08787,
  "e_homo_ev": [-5.21, -5.21],
  "charge": -1,
  "e_lumo_ev": [2.458, 2.459],
  "symbols": ["Ho", "O", "C", "C", "C", "C", "C", "C", "C", "N", "C", "C", "N", "C", "C", "C", "C", "C", "C", "C", "O", "H", "H", "H", "H", "H", "H", "H", "H", "H", "H", "H", "H", "H", "H", "Cl", "Si", "Cl", "Cl", "C", "C", "P", "C", "C", "C", "C", "H", "H", "H", "H", "H", "H", "H", "H", "H", "H", "H", "H", "H", "H", "H", "F", "C", "C", "N", "C", "C", "O", "O", "C", "O", "N", "C", "O", "H", "H", "H", "H"],
  "positions_angstrom": [[-0.29530, -0.37436, -0.07036], [-0.16204, -1.94175, -1.64682], [-0.76616, -2.98782, -2.09658], [-0.82743, -3.25620, -3.49002], [-1.39672, -4.40506, -3.97901], [-1.94679, -5.36629, -3.12131], [-1.93458, -5.11776, -1.77058], [-1.37785, -3.94531, -1.23703], [-1.41463, -3.76402, 0.18798], [-1.05427, -2.72158, 0.83110], [-1.05950, -2.80118, 2.27717], [0.33409, -2.41635, 2.77134], [0.63718, -1.08451, 2.29754], [0.61385, -0.13965, 3.15897], [0.82718, 1.26151, 2.89689], [0.60153, 2.17120, 3.94365], [0.69733, 3.52757, 3.75784], [1.05738, 4.00857, 2.49143], [1.31727, 3.14718, 1.45659], [1.18194, 1.74217, 1.60042], [1.35768, 0.94568, 0.59678], [-0.42448, -2.50772, -4.15773], [-1.43358, -4.55867, -5.05181], [-2.38064, -6.27659, -3.51384], [-2.38115, -5.82595, -1.07865], [-1.78572, -4.63122, 0.75231], [-1.32266, -3.80529, 2.63633], [-1.77795, -2.08008, 2.67611], [1.06091, -3.11258, 2.34250], [0.37082, -2.48793, 3.86720], [0.41905, -0.38813, 4.21258], [0.31558, 1.77567, 4.91415], [0.48392, 4.21304, 4.56714], [1.11000, 5.07827, 2.32856], [1.58175, 3.51774, 0.47328], [-1.63876, 0.07562, -4.43402], [-0.85772, 0.82804, -2.64858], [-1.53413, 2.80608, -2.85006], [-2.72754, -0.31531, -1.20165], [2.96252, 1.30863, -2.26291], [3.69079, 0.18801, -1.51803], [2.55836, -1.12765, -0.82871], [2.86899, -2.47244, -2.07217], [2.49618, -2.04513, -3.49198], [3.70112, -1.79442, 0.48730], [3.95843, -0.84959, 1.66063], [3.65175, 2.11879, -2.51317], [2.16960, 1.70917, -1.63406], [2.51264, 0.94552, -3.18931], [4.23273, 0.61439, -0.67315], [4.42194, -0.29553, -2.17140], [2.24524, -3.31848, -1.76886], [3.91534, -2.78748, -2.02518], [1.50264, -1.59702, -3.49153], [2.48596, -2.90244, -4.16743], [3.20665, -1.31424, -3.88338], [4.64683, -2.06169, 0.00697], [3.24031, -2.71837, 0.85042], [4.47278, 0.05556, 1.33590], [4.57936, -1.33316, 2.41879], [3.02176, -0.54710, 2.11743], [-5.52320, 3.84143, -1.67534], [-4.66563, 4.14769, -0.69410], [-4.14782, 3.18678, 0.08157], [-3.30991, 3.46870, 1.13112], [-2.79542, 2.38475, 1.95361], [-1.87491, 1.39185, 1.21510], [-1.82750, 0.23421, 1.68808], [-1.20123, 1.78525, 0.23469], [-2.88007, 4.75683, 1.38253], [-2.14386, 5.06090, 2.30196], [-3.38699, 5.70071, 0.51349], [-4.29695, 5.53824, -0.53237], [-4.68070, 6.48920, -1.17978], [-4.37601, 2.14403, -0.10198], [-3.62733, 1.82961, 2.38583], [-2.20997, 2.83483, 2.75313], [-3.06230, 6.64265, 0.66650]],
  "forces_ev_per_angstrom": [[0.7, -1.5, 0.9], [-0.1, -0.1, -0.3], [-0.2, -0.2, 0.0], [0.1, 0.1, 0.1], [0.0, 0.0, 0.0], [0.0, -0.1, 0.0], [0.0, 0.1, 0.1], [0.0, 0.1, -0.3], [0.1, 0.1, 0.2], [0.0, 0.2, 0.0], [0.1, 0.0, 0.1], [-0.2, -0.1, 0.0], [-0.2, 0.2, 0.0], [0.2, -0.3, 0.0], [0.0, 0.3, -0.3], [0.0, -0.1, 0.0], [0.0, 0.1, 0.1], [0.0, 0.0, 0.1], [0.1, -0.1, -0.1], [0.1, 0.3, 0.5], [0.2, 0.4, 0.1], [0.0, 0.0, 0.0], [0.0, 0.0, 0.0], [0.0, 0.0, 0.0], [0.0, 0.0, 0.0], [0.0, 0.0, 0.0], [0.0, 0.0, 0.0], [0.0, 0.0, 0.0], [0.0, 0.0, 0.1], [0.0, 0.0, 0.0], [0.0, 0.0, 0.0], [0.0, 0.0, 0.0], [0.0, 0.0, 0.0], [0.0, 0.0, 0.0], [0.0, 0.0, 0.0], [0.1, -0.2, -0.3], [-0.8, 0.1, 0.0], [-0.1, 0.2, 0.0], [-0.2, 0.3, -0.8], [0.1, -0.1, 0.0], [-0.3, 0.1, 0.0], [1.0, -0.3, -0.3], [-0.3, 0.1, 0.0], [0.0, 0.0, 0.1], [-0.2, 0.2, 0.1], [0.0, -0.1, -0.1], [0.0, 0.0, 0.0], [0.0, 0.1, 0.0], [0.0, 0.0, 0.0], [0.0, 0.0, 0.0], [0.1, 0.0, 0.1], [0.0, 0.0, 0.0], [0.0, 0.0, 0.0], [0.0, 0.0, -0.1], [0.0, 0.0, 0.0], [0.0, 0.0, 0.0], [0.0, -0.1, 0.0], [0.0, 0.0, 0.0], [0.0, 0.0, 0.0], [0.0, 0.0, 0.0], [0.0, 0.0, 0.0], [0.0, 0.0, -0.1], [0.0, -0.3, 0.0], [-0.1, 0.1, -0.2], [0.4, 0.0, 0.0], [0.1, -0.3, -0.2], [-0.5, 1.0, 0.3], [0.0, -0.2, 0.0], [-0.5, 0.2, 0.1], [0.1, -0.1, 0.2], [-0.1, 0.0, -0.2], [-0.1, 0.0, -0.1], [0.2, 0.2, 0.1], [0.0, -0.1, 0.0], [0.0, 0.0, 0.0], [0.0, 0.0, 0.0], [0.0, 0.0, 0.0], [0.0, 0.0, 0.0]]
}